Molecular formula: C20H27AlBO
Method: DFT, ωB97M-V with the def2-TZVPD basis set

XYZ file:
```
50
Properties=species:S:1:pos:R:3:forces:R:3
H 2.468958 1.991510 0.613979 0.1 -0.1 -0.1
H 2.930962 3.777859 -3.247642 0.0 0.0 0.0
C 0.215512 -1.349561 3.353577 0.4 -0.4 -0.5
H 3.495530 -0.576671 0.429623 0.4 0.2 -0.1
C -4.634481 -0.038201 1.280942 0.0 0.1 0.0
C 4.239935 4.514265 -1.713703 0.0 0.0 0.0
H -3.097285 0.972660 0.176685 0.0 0.0 0.0
H -1.632962 -2.230185 -3.991281 0.0 0.0 0.0
H -0.652616 -0.766408 1.416427 0.2 0.2 0.0
O 2.673882 -0.687279 3.856240 -1.7 -0.3 0.2
H -3.875239 3.229437 0.816274 0.0 0.0 0.0
H 1.058498 -1.232872 -0.196055 -0.4 0.1 -0.2
C -5.499981 2.498551 2.013365 0.0 0.0 0.0
C -3.961490 1.085763 0.818642 0.0 0.0 0.0
H 4.265318 3.442943 1.499888 0.0 0.0 0.0
H -4.296084 -1.026344 0.996977 0.0 0.0 0.0
C -0.700295 -0.460539 2.458926 0.1 0.0 1.0
C -0.778366 -2.854236 -3.759328 0.0 0.0 0.0
Al 2.247613 -1.494993 0.851094 0.3 -0.1 -0.5
H -0.357684 0.572866 2.597563 -0.2 0.0 -0.5
H -1.181358 -2.889583 -1.651379 0.1 0.0 0.0
H -5.835990 3.487410 2.299871 0.0 0.0 0.0
C 0.066630 -3.280133 -4.776703 0.0 0.0 0.0
H -0.126229 -2.985570 -5.801323 0.0 0.0 0.0
H 1.818359 -4.417835 -5.270767 0.0 0.0 0.0
H -7.029406 1.487423 3.128771 0.0 0.0 0.0
H -6.265895 -0.769344 2.468152 0.0 0.0 0.0
B 1.742857 -1.111264 2.858169 -0.3 0.4 1.0
C 3.225842 3.702806 -2.208116 0.0 0.0 0.1
C -6.170755 1.374832 2.478278 0.0 0.0 0.0
C 1.159616 -4.083599 -4.478282 0.0 0.0 0.0
H 1.807570 2.155292 -1.755903 0.0 0.0 0.0
C 2.964337 2.700921 -0.036026 0.0 0.0 0.1
C 4.615346 4.418694 -0.379932 0.0 0.0 0.0
H -1.751578 -0.485595 2.775522 0.1 -0.1 0.0
H 3.190690 0.040095 3.541180 0.9 0.1 -0.6
H 2.573599 -3.085628 0.770487 0.1 -0.2 0.0
H 2.260058 -5.083501 -2.930022 0.0 0.0 0.0
C 0.568354 -4.025045 -2.145333 0.0 -0.1 0.0
H 4.737782 5.219600 -2.368278 0.0 0.0 0.0
H 0.051934 -1.165269 4.426793 0.0 0.0 -0.2
C -5.740437 0.106644 2.109093 0.0 0.0 0.0
C 1.408520 -4.456888 -3.162987 -0.1 0.0 0.0
C -4.396813 2.353786 1.181144 0.0 0.0 0.0
C 2.591823 2.793827 -1.370200 0.0 0.1 0.0
C 3.975141 3.514809 0.459297 0.0 0.0 -0.1
H 5.407689 5.048980 0.005837 0.0 0.0 0.0
H -0.018787 -2.402569 3.125050 -0.1 0.1 0.2
H 0.768007 -4.306596 -1.119924 0.1 0.1 0.0
C -0.526625 -3.225264 -2.444666 0.0 0.0 -0.1
```
Forces are in eV/Å.

The total charge is -1. Its HOMO energy is -3.87 eV. The calculation puts the calculated total energy at -1120.83326 Eh.

These are the Mulliken partial charges, in e, on atoms 1 to 6: H 0.3879; H 0.3457; C -0.6021; H -0.2476; C -0.3915; C -0.4074

Molecular formula: C20H27AsO6PdS2
Method: DFT, ωB97M-V with the def2-TZVPD basis set

XYZ file:
```
57
Properties=species:S:1:pos:R:3:forces:R:3
O -2.927356 4.529478 -1.184149 0.0 0.0 -0.1
H -3.745855 -1.051127 0.462738 0.0 0.0 0.0
S -2.916883 -0.446500 -1.939720 -0.7 -0.4 0.1
O -4.137899 -1.229428 -1.809048 0.0 -0.1 0.0
C 1.266292 0.940242 -2.205954 -0.5 -0.1 -0.3
H 0.797984 -1.221215 0.028932 0.0 0.0 0.0
O -1.717815 -1.234431 -1.582859 -0.2 0.2 -0.1
O -1.920645 2.984970 -2.775665 -0.1 -0.1 0.0
C -0.140394 -2.315395 3.084808 -0.1 0.1 0.0
H -0.104547 0.316615 -4.413159 0.0 0.0 0.0
H -0.814235 -1.295124 0.694873 0.0 0.0 0.0
H 2.752222 -1.941046 1.395351 0.0 0.0 0.0
H 1.871381 1.840543 -2.059393 0.0 0.0 0.1
C 0.316448 -3.068543 4.153110 0.1 0.0 0.1
C -2.777886 2.103832 -0.324235 0.0 -0.2 -0.2
H 0.478449 -1.603646 -2.724482 0.0 0.0 0.0
H 1.209762 1.346752 -4.980403 0.0 0.0 0.0
H 2.554664 0.782373 0.100175 0.0 0.0 0.0
Pd -0.702857 1.010547 -1.635306 1.9 -0.1 0.2
C 2.241396 1.087945 1.100225 0.0 0.1 -0.1
C 0.722727 -1.884217 2.073331 0.0 0.0 -0.1
H 3.837783 0.061990 -2.700398 0.0 0.0 0.0
H 2.019622 -4.009624 5.077969 0.0 0.0 0.0
H -0.773892 0.653149 3.495562 0.0 0.0 0.0
C 0.220687 -1.059561 0.940034 0.0 0.0 0.1
H 2.715044 0.471544 1.866988 0.0 0.0 0.0
As 0.282023 0.937552 1.175390 0.1 -0.4 0.1
H -2.795504 3.725582 1.056348 0.0 0.0 0.0
H 0.971187 0.290242 3.616679 0.0 0.0 0.0
O -0.715253 3.620389 -0.746667 0.0 0.0 0.0
S -2.006463 3.418110 -1.396114 -0.7 0.6 0.1
C 3.249791 0.268113 -3.601338 0.0 -0.1 0.0
C 1.660492 -3.416379 4.245744 -0.1 0.0 0.0
H 1.205461 -0.386285 -5.395694 0.0 0.1 0.0
H 3.581178 -3.267134 3.300391 0.0 0.0 0.0
H -4.059004 -0.025504 2.679241 0.0 0.0 0.0
H -1.189853 -2.045442 3.018832 0.0 0.0 0.0
C 2.068614 -2.249396 2.178335 -0.1 0.1 -0.1
H 3.432303 1.307063 -3.894557 0.0 0.0 0.0
C -3.519334 -0.005400 0.614461 0.2 0.2 0.0
C 1.755989 0.045570 -3.325353 0.1 0.0 0.2
H -0.379677 -3.387949 4.920555 0.0 0.0 0.0
C 0.967285 0.345992 -4.610413 0.0 0.0 -0.1
C -3.004214 2.670683 0.943336 0.1 -0.1 -0.1
H -3.588446 2.408135 2.977499 0.0 0.0 0.0
O -2.820828 0.275502 -3.186983 0.0 0.1 0.0
H 3.614684 -0.385665 -4.406628 0.0 0.0 0.0
H 2.522227 2.132913 1.247516 0.0 0.0 0.0
C 1.531167 -1.426162 -2.957165 0.0 0.0 0.0
C -3.447256 1.932153 2.012855 0.0 0.0 0.1
C 2.532055 -3.000254 3.247750 0.0 0.0 0.1
H 1.830912 -2.086656 -3.782591 0.0 0.0 0.0
H 0.400255 1.978369 3.484210 0.0 0.0 0.0
C -3.049623 0.723579 -0.497427 -0.1 0.3 -0.1
C 0.225238 0.948025 3.166182 -0.1 0.1 0.0
C -3.701872 0.574485 1.849097 0.0 -0.1 0.0
H 2.122279 -1.690376 -2.072802 0.0 0.0 0.0
```
Forces are in eV/Å.

The total charge is -2. Its HOMO energy (spin up / spin down) is -0.46 / -1.48 eV. The spin multiplicity is 3. The calculation puts the calculated total energy at -4389.71134 Eh.

These are the Mulliken partial charges, in e, on atoms 1 to 6: O -0.8093; H 0.4639; S 1.3742; O -0.8347; C -2.0056; H -0.2483

Molecular formula: C20H27ClN4O2
Method: DFT, ωB97M-V with the def2-TZVPD basis set

XYZ file:
```
54
Properties=species:S:1:pos:R:3:forces:R:3
H -0.821799 -0.357855 -0.865481 0.0 -0.1 0.0
H -0.265464 4.026161 -0.892803 0.1 0.0 0.1
H -2.578333 3.809408 -1.821973 0.0 0.0 -0.1
C -0.133239 -0.294995 1.827482 0.3 0.6 0.0
H -3.250824 2.241543 -3.962782 0.0 -0.1 0.1
C -1.008809 1.930848 1.795403 -0.1 -0.2 0.1
Cl -0.647555 -6.234429 1.712826 0.0 -0.2 0.0
O 0.625357 3.603209 1.355486 0.0 0.3 0.0
H -2.250185 -4.263528 2.967526 -0.1 -0.1 0.0
N -1.448365 2.329232 -2.841755 -0.1 0.0 0.1
H 2.916495 2.706754 1.956876 0.0 -0.1 0.0
C -1.440617 -3.768295 2.454640 0.0 -0.2 0.0
C -1.620629 1.451263 -1.696360 0.0 -0.2 0.0
C -1.713826 3.722074 -2.501465 0.2 0.1 0.0
H 0.962935 2.191635 -1.679156 0.2 0.1 0.1
C 0.662820 -2.520105 1.140639 -0.2 0.1 0.1
N 1.079214 0.163546 1.698002 -0.2 -1.0 0.2
H 4.031180 2.104108 -0.276206 0.0 0.0 -0.1
H 0.454717 0.646658 -3.452779 0.1 -0.1 0.0
H -0.526813 2.011762 -5.350635 0.1 0.0 0.0
C -0.501138 -4.513685 1.759404 0.0 0.3 0.0
C 2.693440 1.808569 1.377345 0.4 0.2 -0.2
C -1.239241 0.602609 1.909590 0.2 0.4 0.0
C -0.499203 4.409252 -1.883305 -0.3 -0.1 -0.1
C -0.277558 -1.752998 1.831079 0.0 -0.5 0.0
H -2.099896 1.952082 -6.155117 0.0 0.0 -0.2
C 0.527386 0.293188 -2.421482 -0.2 -0.4 0.0
H 0.364494 4.284245 -2.533080 0.1 0.0 -0.1
C 0.552933 -3.895248 1.102471 -0.1 -0.1 0.1
H -0.698045 5.473241 -1.780593 0.0 0.1 0.1
C -1.327378 -2.391304 2.486674 0.2 0.1 -0.1
H -2.050536 -1.818111 3.047190 -0.1 0.1 0.1
C 2.367566 0.902732 -0.913118 0.2 0.6 0.0
H -2.226228 0.799483 -4.006457 -0.1 0.0 0.0
H 3.286886 0.960943 1.721180 -0.1 0.1 0.0
H -1.968291 4.250233 -3.421604 -0.1 0.0 0.0
C -1.556285 2.356859 -5.305133 -0.2 -0.1 0.2
C 0.328260 2.438843 1.570407 -0.1 -0.3 0.0
H 1.065950 -0.656528 -2.396100 0.0 0.1 -0.1
H -1.802374 2.661743 1.835601 0.0 0.1 0.0
C -2.205544 1.890071 -4.006027 0.2 0.1 -0.2
H 1.471830 -2.019724 0.630307 0.1 0.0 -0.1
O 2.807590 -0.227161 -0.849331 0.2 -0.4 0.1
C -0.880840 0.115260 -1.848005 0.1 0.3 -0.1
H -2.240022 0.218887 2.036100 -0.1 0.0 0.0
H 1.276807 -4.487353 0.565395 0.1 -0.1 0.0
N 1.303995 1.451760 1.596923 -0.3 0.5 0.2
H 2.506461 3.011413 -0.408143 0.0 0.0 0.0
H -2.688222 1.248454 -1.492117 0.1 0.1 0.1
N 1.300993 1.242445 -1.659605 -0.4 0.2 -0.2
H -1.431993 -0.560362 -2.503046 0.0 -0.1 0.0
C 2.954544 2.063248 -0.112881 -0.1 -0.2 0.1
H -1.555716 3.440594 -5.384238 0.0 0.1 0.0
H -1.221654 1.971291 -0.823109 -0.1 0.0 0.0
```
Forces are in eV/Å.

Its HOMO energy is -8.50 eV. The energy above the lowest of the compared OMol25 structures with the same formula, charge and spin is 0.000 eV. Its SMILES is CCN(CC)CCCNC(=O)CCn1nc(-c2ccc(Cl)cc2)ccc1=O. The calculation puts the calculated total energy at -1608.02993 Eh.

These are the Mulliken partial charges, in e, on atoms 1 to 6: H -0.0308; H 0.1736; H 0.2846; C 0.5541; H 0.4209; C -0.9178